(P)
DFT (ωB97M-V with the def2-TZVPD basis set) results for C6H9Br in the gas phase.

Values from the calculation:
Molar mass (g/mol): 161.0
SMILES: C#C[C@H](Br)C(C)C

Each line ends with the natural charge from an NBO analysis.
Atoms and positions in Å:
C  -1.666  1.414  -1.943  -0.189
C  -0.727  1.509  -1.200  -0.044
C  0.150  1.689  -0.034  -0.302
Br  1.786  2.676  -0.519  0.008
C  0.465  0.230  0.461  -0.218
C  1.445  -0.525  -0.498  -0.611
C  -0.828  -0.457  0.895  -0.621
H  -2.308  1.208  -2.708  0.224
H  -0.298  2.248  0.810  0.251
H  1.011  0.358  1.461  0.206
H  1.071  -0.685  -1.478  0.212
H  2.450  0.003  -0.555  0.223
H  1.623  -1.420  -0.110  0.204
H  -1.466  -0.824  -0.009  0.218
H  -1.389  0.300  1.545  0.215
H  -0.638  -1.437  1.437  0.224

(Q)
DFT (ωB97M-V with the def2-TZVPD basis set) results for 2 unconnected molecules or ions with the total composition C6H9Br.

Values from the calculation:
Molar mass (g/mol): 161.0
SMILES: C[C@H]1C[C@H]1Br.C#C

Each line ends with the natural charge from an NBO analysis.
Atoms and positions in Å:
C  -0.454  2.501  -0.666  -0.608
C  0.011  1.226  -0.024  -0.246
C  -0.863  0.602  1.035  -0.452
C  -0.623  -0.102  -0.294  -0.231
Br  -2.109  -0.433  -1.619  -0.049
H  -0.014  3.313  -0.124  0.213
H  -1.504  2.443  -0.441  0.221
H  -0.054  2.598  -1.699  0.222
H  1.102  1.147  0.200  0.225
H  -1.955  0.899  1.162  0.232
H  -0.344  0.258  2.032  0.232
H  -0.066  -1.077  -0.397  0.242
C  2.232  -3.299  0.515  -0.224
C  1.273  -3.332  -0.187  -0.245
H  3.073  -3.337  1.124  0.228
H  0.295  -3.406  -0.617  0.241

Preferred: (P); penalty for the next structure: 30.4 kcal/mol.

(P)
DFT (ωB97M-V with the def2-TZVPD basis set) results for 2 unconnected molecules or ions with the total composition C6H15N3O2.

Values from the calculation:
Molar mass (g/mol): 161.2
SMILES: [H]/N=C(\N)NCC.CCC(=O)O

Each line ends with the natural charge from an NBO analysis.
Atoms and positions in Å:
H  -3.555  -1.641  -0.143  0.349
N  -2.614  -1.826  0.209  -0.770
C  -2.107  -0.916  0.944  0.585
N  -2.581  0.297  1.364  -0.834
N  -0.827  -1.086  1.544  -0.666
C  -0.024  -2.211  0.993  -0.240
C  -0.207  -3.351  1.977  -0.622
H  -1.866  1.014  1.374  0.388
H  -3.407  0.749  1.024  0.384
H  -0.746  -1.091  2.560  0.391
H  1.046  -2.093  0.828  0.189
H  -0.411  -2.487  0.030  0.235
H  -0.115  -3.006  2.996  0.186
H  0.546  -4.156  1.968  0.205
H  -1.111  -3.933  1.930  0.222
C  1.566  0.271  -0.336  -0.624
C  1.981  1.705  -0.487  -0.534
C  1.650  2.429  -1.731  0.798
O  1.923  3.582  -2.026  -0.597
O  1.149  1.689  -2.699  -0.745
H  1.416  0.065  0.748  0.224
H  2.274  -0.547  -0.559  0.213
H  0.667  0.039  -0.956  0.234
H  1.635  2.255  0.399  0.242
H  3.014  1.885  -0.330  0.252
H  1.104  1.710  -3.655  0.535

(Q)
DFT (ωB97M-V with the def2-TZVPD basis set) results for 2 unconnected molecules or ions with the total composition C6H15N3O2.

Values from the calculation:
Molar mass (g/mol): 161.2
SMILES: [H]/N=C(\N)NCC.CCC(=O)O

Each line ends with the natural charge from an NBO analysis.
Atoms and positions in Å:
H  1.984  -1.401  1.638  0.350
N  1.564  -0.966  0.831  -0.797
C  2.163  -0.132  0.104  0.614
N  3.386  0.451  0.350  -0.829
N  1.467  0.529  -0.909  -0.697
C  0.306  1.299  -0.587  -0.214
C  0.325  2.675  -1.269  -0.608
H  3.486  1.346  -0.086  0.400
H  3.859  0.218  1.210  0.391
H  1.757  0.476  -1.871  0.398
H  0.142  1.472  0.467  0.215
H  -0.648  0.794  -0.795  0.173
H  -0.664  3.127  -1.327  0.217
H  0.764  2.619  -2.270  0.197
H  0.986  3.324  -0.708  0.201
C  -2.650  -1.469  -0.754  -0.594
C  -1.572  -1.817  0.264  -0.532
C  -1.886  -1.334  1.654  0.795
O  -2.997  -1.446  2.102  -0.575
O  -0.996  -0.578  2.324  -0.715
H  -2.837  -0.396  -0.753  0.205
H  -3.585  -1.969  -0.507  0.222
H  -2.303  -1.783  -1.732  0.206
H  -1.339  -2.880  0.327  0.227
H  -0.646  -1.343  -0.041  0.242
H  -0.065  -0.815  2.338  0.509

Preferred: (Q); penalty for the next structure: 14.9 kcal/mol.

(P)
DFT (ωB97M-V with the def2-TZVPD basis set) results for a gas-phase ion, CH3IO2P (charge -1).

Values from the calculation:
Charge: -1
Molar mass (g/mol): 204.9
SMILES: C[P@](=O)([O-])I

Each line ends with the natural charge from an NBO analysis.
Atoms and positions in Å:
C  1.043  0.404  0.038  -0.937
P  -0.796  -0.591  0.002  2.051
O  -0.889  -1.386  1.216  -1.143
O  -0.874  -1.206  -1.319  -1.148
I  -2.617  1.206  0.053  -0.438
H  1.011  1.334  -0.555  0.207
H  1.554  0.538  1.064  0.206
H  1.567  -0.300  -0.498  0.202

(Q)
DFT (ωB97M-V with the def2-TZVPD basis set) results for a gas-phase ion, CH3IO2P (charge -1).

Values from the calculation:
Charge: -1
Molar mass (g/mol): 204.9
SMILES: C[P@](=O)([O-])I

Each line ends with the natural charge from an NBO analysis.
Atoms and positions in Å:
C  0.070  -0.054  0.076  -0.937
P  1.450  -0.835  1.156  1.927
O  0.929  -2.307  1.834  -1.120
O  2.105  0.148  2.060  -1.125
I  3.116  -1.368  -0.653  -0.392
H  0.612  0.718  -0.277  0.215
H  -0.435  -0.632  -0.548  0.215
H  -0.728  0.354  0.769  0.217

Preferred: (P); penalty for the next structure: 17.1 kcal/mol.

(P)
DFT (ωB97M-V with the def2-TZVPD basis set) results for 9 unconnected molecules or ions with the total composition C15H48N6O15.

Values from the calculation:
Molar mass (g/mol): 552.6
SMILES: NC(N)=O.NC(N)=O.NC(N)=O.OCCO.OCCO.OCCO.OCCO.OCCO.OCCO

Each line ends with the Mulliken charge.
Atoms and positions in Å:
N  -2.449  3.995  2.142  -0.265
C  -3.608  3.325  1.592  0.373
N  -3.339  2.324  0.497  -0.135
O  -4.763  3.430  2.026  -0.631
H  -2.597  4.632  2.913  0.206
H  -1.601  3.950  1.596  0.255
H  -2.359  2.235  0.236  -0.014
H  -3.911  2.347  -0.314  0.176
N  -2.444  -3.223  0.934  -0.209
C  -1.861  -2.657  2.052  0.564
N  -1.768  -1.255  2.033  -0.015
O  -1.549  -3.302  3.076  -0.832
H  -2.517  -2.745  0.043  0.090
H  -2.530  -4.229  0.907  0.252
H  -1.461  -0.777  2.852  0.120
H  -1.990  -0.768  1.180  -0.090
N  1.267  -2.779  3.794  -0.245
C  1.931  -1.692  3.302  0.376
N  3.328  -1.790  3.630  -0.501
O  1.498  -0.803  2.524  -0.519
H  0.276  -2.986  3.594  0.213
H  1.771  -3.303  4.465  0.149
H  3.796  -0.898  3.736  0.269
H  3.575  -2.432  4.401  0.196
O  3.816  2.570  -4.677  -0.560
C  3.634  1.899  -3.386  -0.303
C  2.433  0.996  -3.471  0.278
O  1.352  1.597  -4.180  -0.544
H  4.404  3.331  -4.518  0.310
H  4.514  1.266  -3.190  0.258
H  3.432  2.695  -2.668  0.360
H  2.106  0.645  -2.501  -0.400
H  2.620  0.061  -4.030  0.202
H  1.698  2.267  -4.780  0.350
O  -6.019  0.109  -0.281  -0.602
C  -4.887  -0.494  -0.839  0.609
C  -4.823  -0.023  -2.334  -0.531
O  -3.994  -0.945  -3.068  -0.529
H  -5.813  0.505  0.584  0.371
H  -4.001  -0.003  -0.435  -0.450
H  -4.919  -1.593  -0.707  0.205
H  -4.428  1.000  -2.353  0.294
H  -5.793  -0.017  -2.867  0.352
H  -3.923  -0.546  -3.946  0.259
O  5.598  -2.307  -1.668  -0.583
C  4.220  -1.975  -1.521  0.158
C  3.850  -1.805  -0.057  -0.428
O  2.770  -0.950  0.035  -0.058
H  5.840  -2.673  -2.526  0.331
H  4.022  -1.000  -1.976  -0.236
H  3.532  -2.627  -2.046  0.182
H  4.684  -1.294  0.397  0.383
H  3.616  -2.754  0.428  0.320
H  2.608  -0.744  0.951  -0.083
O  0.214  1.274  1.276  -0.197
C  0.609  1.198  -0.089  -0.970
C  -0.028  -0.039  -0.695  0.076
O  -1.436  0.155  -0.755  -0.186
H  0.456  0.529  1.849  0.242
H  0.239  2.151  -0.482  0.659
H  1.675  1.084  -0.277  0.209
H  0.245  -0.892  -0.042  0.489
H  0.373  -0.180  -1.695  0.212
H  -1.759  -0.585  -1.287  -0.024
O  0.827  -4.180  -2.667  -0.582
C  0.040  -3.025  -2.506  0.304
C  -1.407  -3.472  -2.404  -0.619
O  -2.252  -2.437  -1.890  -0.358
H  0.975  -4.340  -3.589  0.334
H  0.403  -2.420  -1.661  -0.320
H  0.097  -2.362  -3.368  0.285
H  -1.447  -4.307  -1.729  0.327
H  -1.809  -3.673  -3.386  0.328
H  -2.923  -2.097  -2.497  0.201
O  0.779  4.097  5.429  -0.551
C  1.068  3.494  4.162  -0.354
C  0.793  4.540  3.101  -0.495
O  0.756  4.114  1.773  -0.535
H  -0.162  4.288  5.419  0.315
H  2.105  3.155  4.161  0.311
H  0.346  2.708  4.022  0.294
H  1.626  5.236  3.193  0.232
H  -0.132  5.047  3.384  0.380
H  0.883  3.150  1.673  0.295

(Q)
DFT (ωB97M-V with the def2-TZVPD basis set) results for 9 unconnected molecules or ions with the total composition C15H48N6O15.

Values from the calculation:
Molar mass (g/mol): 552.6
SMILES: NC(N)=O.NC(N)=O.NC(N)=O.OCCO.OCCO.OCCO.OCCO.OCCO.OCCO

Each line ends with the Mulliken charge.
Atoms and positions in Å:
N  0.374  4.135  0.166  -0.454
C  1.513  3.661  0.798  0.476
N  2.181  4.565  1.658  -0.492
O  2.063  2.567  0.550  -0.491
H  -0.149  4.760  0.780  0.276
H  -0.176  3.392  -0.225  0.229
H  1.663  5.362  1.987  0.196
H  2.890  4.085  2.176  0.245
N  1.096  -0.228  4.781  -0.295
C  1.003  0.709  3.833  0.335
N  1.845  0.506  2.697  0.103
O  0.410  1.806  3.882  -0.680
H  1.830  -0.916  4.900  0.245
H  0.579  -0.012  5.638  0.256
H  2.112  -0.412  2.414  0.257
H  2.224  1.260  2.200  -0.227
N  0.443  0.457  -1.029  0.525
C  -0.743  -0.014  -0.591  0.422
N  -0.999  0.323  0.712  0.501
O  -1.573  -0.614  -1.333  -0.779
H  1.071  1.163  -0.568  -0.432
H  0.566  0.389  -2.036  0.238
H  -1.853  -0.032  1.138  0.278
H  -0.228  0.469  1.374  -0.405
O  -4.339  0.640  -1.093  -0.592
C  -4.247  1.985  -1.459  -0.376
C  -3.720  2.943  -0.391  -0.541
O  -2.309  2.713  -0.034  -0.492
H  -3.689  0.130  -1.595  0.291
H  -3.550  1.969  -2.385  0.174
H  -5.252  2.243  -1.838  0.385
H  -4.323  2.990  0.502  0.270
H  -3.716  3.977  -0.872  0.358
H  -2.134  1.807  -0.079  0.329
O  -3.916  -0.185  1.349  -0.441
C  -5.116  0.031  2.053  -0.657
C  -4.825  0.878  3.250  -0.292
O  -4.619  2.228  2.720  -0.574
H  -4.113  0.016  0.420  0.346
H  -5.921  0.454  1.491  0.313
H  -5.487  -0.972  2.239  0.392
H  -4.004  0.506  3.880  0.243
H  -5.811  0.971  3.793  0.330
H  -4.007  2.120  2.004  0.235
O  2.083  -3.775  -0.673  -0.559
C  1.595  -2.574  -1.255  0.410
C  2.181  -2.457  -2.627  -0.546
O  1.868  -3.591  -3.454  -0.636
H  2.046  -4.336  -1.432  0.377
H  0.534  -2.625  -1.381  0.131
H  1.800  -1.708  -0.656  -0.239
H  3.233  -2.332  -2.510  0.530
H  1.845  -1.532  -3.082  0.267
H  2.433  -3.532  -4.224  0.351
O  5.597  1.290  -0.979  -0.556
C  4.367  0.600  -0.930  -0.266
C  4.091  0.293  0.479  0.490
O  5.092  -0.449  1.210  -0.587
H  5.890  1.560  -1.812  0.295
H  3.551  1.131  -1.407  0.305
H  4.496  -0.402  -1.409  0.143
H  3.116  -0.275  0.600  -0.624
H  3.978  1.190  1.055  0.417
H  5.830  0.183  1.117  0.400
O  0.414  -1.777  -5.838  -0.518
C  -0.711  -0.938  -5.736  -0.737
C  -0.818  -0.375  -4.372  0.325
O  0.359  0.439  -4.073  -0.608
H  0.410  -2.580  -5.308  0.320
H  -0.552  -0.157  -6.483  0.348
H  -1.623  -1.550  -5.929  0.321
H  -0.962  -1.073  -3.536  0.064
H  -1.677  0.296  -4.188  0.098
H  0.984  0.291  -4.837  0.340
O  1.779  -2.348  2.740  -0.460
C  0.680  -3.096  3.227  -0.485
C  -0.206  -3.634  2.055  -0.293
O  0.393  -4.678  1.312  -0.553
H  2.291  -2.871  2.117  0.250
H  0.882  -3.971  3.863  0.231
H  0.130  -2.327  3.724  0.432
H  -0.468  -2.767  1.466  0.055
H  -1.134  -4.051  2.490  0.393
H  1.162  -4.324  0.815  0.349

Preferred: (Q); penalty for the next structure: 4.3 kcal/mol.